# 1
Entry from the OMol25 dataset: a single C4H5ClN2O molecule in a non-equilibrium geometry (the ωB97M-V functional and the def2-TZVPD basis).

Properties
LUMO: 0.038 eV
SMILES string: [H]/N=C/N/C=C(/Cl)C=O
Energy above the lowest of the compared OMol25 structures with the same formula, charge and spin: 66.1 kcal per mole
Kohn-Sham gap: 0.3528 Ha

Last column: natural (NBO) charge in e.
CARTESIAN COORDINATES (ANGSTROEM)
H 2.2142 1.1199 1.5410  0.377
N 1.5077 0.7113 0.9930  -0.698
C 1.7151 -0.1703 0.0936  0.294
N 0.6979 -0.7193 -0.7736  -0.624
C -0.6069 -0.9631 -0.1927  0.003
C -1.5056 -0.1025 0.0452  -0.192
Cl -3.0582 -0.7325 0.3952  0.029
C -1.2758 1.3785 -0.2650  0.385
O -2.1293 2.3306 -0.3013  -0.509
H 2.6353 -0.6806 -0.1330  0.153
H 1.0588 -1.6652 -1.0685  0.390
H -1.0983 -2.0508 -0.0349  0.226
H -0.1547 1.5441 -0.2991  0.166



# 2
Entry from the OMol25 dataset: a molecular structure, C19H19N3OS2W (the ωB97M-V functional and the def2-TZVPD basis).

Properties
LUMO (spin up / spin down): -7.002 / -9.255 eV
⟨S²⟩: 2.027
Energy above the lowest of the compared OMol25 structures with the same formula, charge and spin: 3.6 kcal per mole
Net charge: +2
Multiplicity: 3
Kohn-Sham gap (spin up / spin down): 0.2617 / 0.1878 Ha

Last column: Mulliken spin population.
CARTESIAN COORDINATES (ANGSTROEM)
W 0.1959 0.4313 -0.4739  0.976
C 1.4482 0.5295 -2.6285  -0.012
C 1.9720 1.1778 -1.3988  -0.018
N 2.2248 0.2544 -0.4196  0.066
N 2.9650 0.3957 0.6907  0.096
C 2.3204 0.0512 1.7469  -0.002
S 0.5873 -0.3130 1.6967  -0.024
S 3.1987 0.1284 3.2626  0.423
C 2.6264 -1.3629 4.1512  0.006
C 3.6913 -2.2564 3.6322  0.089
C 3.4759 -3.0377 2.4761  0.083
C 4.4696 -3.8654 2.0231  0.000
C 5.7059 -3.9078 2.6890  0.182
C 5.9412 -3.1234 3.8189  -0.040
C 4.9502 -2.2932 4.2836  0.147
C 2.0345 2.6450 -1.1849  -0.036
C 3.0835 3.4951 -1.4998  0.005
C 2.9780 4.8413 -1.1786  -0.004
C 1.8420 5.3311 -0.5466  0.003
C 0.7805 4.4939 -0.2255  -0.011
C 0.8963 3.1631 -0.5628  0.013
O -0.1247 2.2587 -0.2780  0.007
H 2.0732 -0.2513 -3.0582  0.003
H 0.4699 -0.1277 -2.3922  0.012
H 1.0902 1.2327 -3.3764  0.004
H 2.7077 -1.1423 5.2122  0.000
H 1.6077 -1.6265 3.8855  -0.005
H 2.5137 -3.0016 1.9798  0.004
H 4.3069 -4.4957 1.1601  0.001
H 6.4854 -4.5600 2.3183  0.004
H 6.8950 -3.1717 4.3247  0.001
H 5.1111 -1.6799 5.1617  0.001
H 3.9731 3.1110 -1.9813  0.001
H 3.7891 5.5139 -1.4193  0.000
H 1.7798 6.3818 -0.2992  0.000
H -0.1115 4.8627 0.2609  0.000
C -4.8306 -1.7903 0.0650  0.004
C -4.4551 -0.3021 0.0938  0.003
C -3.0299 -0.0954 -0.0995  0.072
N -1.9024 0.0579 -0.2544  -0.060
H -5.9049 -1.8786 0.2064  0.000
H -4.3340 -2.3365 0.8643  0.000
H -4.5731 -2.2420 -0.8906  0.000
H -4.7174 0.1641 1.0460  0.006
H -4.9639 0.2574 -0.6945  0.001



# 3
Entry from the OMol25 dataset: a molecular structure, C35H43F6NO2RuSSe in a non-equilibrium geometry (the ωB97M-V functional and the def2-TZVPD basis).

Properties
LUMO (spin up / spin down): 2.417 / 1.379 eV
⟨S²⟩: 8.761
Energy above the lowest of the compared OMol25 structures with the same formula, charge and spin: 0.0 kcal per mole
Net charge: -1
Multiplicity: 6
Kohn-Sham gap (spin up / spin down): 0.2714 / 0.2315 Ha

Last column: Mulliken spin population.
CARTESIAN COORDINATES (ANGSTROEM)
Ru 0.5775 1.5673 2.3758  3.923
C 2.1926 -0.3010 -5.6314  0.000
C 2.4534 -0.9740 -4.2807  0.002
C 1.7170 -2.3195 -4.2642  0.001
C 3.9649 -1.2092 -4.1515  0.001
C 1.9760 -0.1379 -3.1007  0.020
C 2.1383 -0.6081 -1.8053  -0.015
C 1.7464 0.1575 -0.7279  -0.005
Se 2.0326 -0.5322 1.0613  0.200
C 0.5346 -1.7648 1.1322  0.004
C 0.6272 -2.9816 0.4938  -0.040
C -0.4130 -3.9001 0.5611  0.025
C -1.5419 -3.5346 1.2975  0.002
C -1.6804 -2.3237 1.9433  0.027
C -0.6097 -1.3751 1.8799  0.014
O -0.6771 -0.2485 2.4736  0.107
C -2.9310 -1.9600 2.7328  0.008
C -2.5539 -1.7249 4.2014  0.007
C -4.0100 -3.0482 2.6858  0.001
C -3.5298 -0.6754 2.1442  0.002
C -0.2584 -5.2504 -0.1240  0.003
C 0.9395 -5.9832 0.4979  0.001
C -1.4938 -6.1411 0.0295  0.001
C -0.0106 -5.0349 -1.6237  0.002
C 1.1651 1.4485 -0.8494  -0.016
O 0.8685 2.1520 0.1773  0.123
C 0.9679 1.9056 -2.1955  0.024
C 1.3836 1.1147 -3.2462  0.000
C 0.3671 3.2847 -2.4462  -0.001
C 0.1294 3.5853 -3.9329  0.001
C 1.3410 4.3296 -1.8903  0.006
C -0.9880 3.4090 -1.7379  -0.001
H 2.5339 -0.9482 -6.4382  0.000
H 2.7329 0.6394 -5.7044  0.000
H 1.1312 -0.1158 -5.7732  0.000
H 2.0228 -2.9385 -5.1068  0.000
H 0.6432 -2.1583 -4.3220  0.000
H 1.9263 -2.8605 -3.3468  0.000
H 4.3260 -1.8295 -4.9708  0.000
H 4.2029 -1.7018 -3.2135  -0.001
H 4.4955 -0.2599 -4.1778  0.000
H 2.5853 -1.5728 -1.6157  -0.007
H 1.5319 -3.2076 -0.0486  -0.007
H -2.3488 -4.2396 1.3772  -0.002
H -2.1061 -2.6211 4.6289  -0.001
H -3.4384 -1.4658 4.7806  0.000
H -1.8462 -0.9050 4.2811  -0.005
H -3.6619 -3.9758 3.1364  0.000
H -4.3296 -3.2433 1.6640  0.000
H -4.8782 -2.7101 3.2495  0.000
H -2.8202 0.1428 2.2301  -0.001
H -4.4342 -0.3965 2.6818  0.000
H -3.7742 -0.8212 1.0928  -0.001
H 0.7646 -6.1475 1.5587  0.000
H 1.8492 -5.3993 0.3951  -0.001
H 1.0906 -6.9485 0.0167  0.000
H -1.6894 -6.3538 1.0770  0.000
H -1.3291 -7.0880 -0.4823  0.000
H -2.3683 -5.6663 -0.4077  0.000
H 0.8987 -4.4662 -1.7914  0.000
H -0.8377 -4.4838 -2.0649  0.000
H 0.0834 -5.9912 -2.1374  0.000
H 1.2509 1.4986 -4.2420  -0.001
H 1.0647 3.6272 -4.4887  0.000
H -0.3563 4.5570 -4.0245  0.000
H -0.5233 2.8402 -4.3859  0.000
H 2.2718 4.3208 -2.4544  -0.001
H 1.5584 4.0940 -0.8547  -0.005
H 0.9100 5.3272 -1.9447  0.000
H -1.6896 2.6816 -2.1439  0.000
H -1.3979 4.4090 -1.8848  0.000
H -0.8809 3.2329 -0.6711  0.005
F -3.3739 6.1649 4.3101  0.000
C -2.2751 5.5710 4.8514  -0.001
F -2.7204 4.5351 5.5497  0.003
F -1.8287 6.4711 5.7649  0.000
C -1.2459 5.3051 3.7991  -0.002
C -0.7314 6.4246 3.1586  0.004
C 0.2221 6.2732 2.1610  0.002
C 0.6111 4.9863 1.8292  0.007
N 0.0925 3.9170 2.3960  0.050
C -0.8225 4.0246 3.3862  0.021
S -1.3556 2.5171 3.9849  0.203
H -1.0829 7.4083 3.4366  -0.001
H 0.6394 7.1208 1.6443  0.001
H 1.3602 4.7977 1.0731  0.001
F 2.2460 2.7127 4.3998  0.012
C 2.3643 1.5378 3.6883  0.277
F 2.8958 0.6576 4.5880  0.013
F 3.4157 1.7944 2.8257  0.011



# 4
Entry from the OMol25 dataset: a molecular structure, C4H7Cl2Ni2O8P in a non-equilibrium geometry (the ωB97M-V functional and the def2-TZVPD basis).

Properties
LUMO (spin up / spin down): 4.265 / 4.264 eV
⟨S²⟩: 6.016
Energy above the lowest of the compared OMol25 structures with the same formula, charge and spin: 115.6 kcal per mole
Net charge: -2
Multiplicity: 5
Kohn-Sham gap (spin up / spin down): 0.1827 / 0.1802 Ha

Last column: Mulliken spin population.
CARTESIAN COORDINATES (ANGSTROEM)
Ni 17.8881 14.9879 -12.1803  1.632
Ni 17.2104 12.2098 -11.2987  1.701
P 17.4124 14.3866 -9.7056  -0.009
O 18.2389 15.5199 -10.3840  0.080
O 17.9333 12.9227 -9.6534  0.062
O 16.6162 14.1261 -10.9871  0.246
O 16.1383 14.7043 -8.8718  0.029
C 14.7459 10.4235 -10.1793  0.004
O 15.1911 11.6335 -10.6565  0.047
H 14.5954 10.3405 -9.1029  0.000
H 13.7877 10.1303 -10.6082  0.003
H 15.4158 9.6046 -10.4418  0.000
C 18.0003 12.8662 -13.6709  0.000
O 17.5446 13.9857 -13.9251  0.018
O 18.5830 13.0425 -12.5670  0.126
O 17.1260 12.1003 -13.2965  0.046
Cl 19.5741 6.9028 -11.0922  0.000
C 19.1116 7.9911 -12.3525  0.000
C 17.9716 8.9073 -11.9838  -0.002
Cl 18.6594 10.0964 -10.8734  0.018
H 18.7838 7.2596 -13.0912  0.000
H 19.9653 8.5830 -12.6827  0.000
H 17.1922 8.3461 -11.4684  0.000
H 17.4937 9.4887 -12.7723  0.001



> Among the records above, which one has the lowest energy above the lowest of the compared OMol25 structures with the same formula, charge and spin?

C35H43F6NO2RuSSe